13
Properties=species:S:1:pos:R:3 method="wB97M-V/def2-TZVPD" energy_ev=-13224.90713 smiles="O=[N+]([O-])Nn1ccnc1" gap_ev=9.41 e_homo_ev=-9.3 e_above_lowest_kj_mol=579.7 lumo_ev=0.093
C -1.59 -0.09 -0.64
C -0.22 -0.23 -0.95
C -0.57 -0.12 1.29
N -1.83 0.00 0.70
N 0.28 -0.17 0.26
N 1.86 -0.35 0.45
N 2.42 -1.43 -0.08
O 1.80 -2.05 -0.92
O 3.46 -1.82 0.34
H -2.33 -0.01 -1.37
H 0.38 -0.14 -1.83
H -0.06 0.13 2.17
H 2.33 0.04 1.27



162
Properties=species:S:1:pos:R:3 method="wB97M-V/def2-TZVPD" energy_ev=-130761.94105 gap_ev="5.33 / 5.33" e_homo_ev="-6.0 / -6.1" lumo_ev="-0.664 / -0.769" multiplicity=2
Hf 2.99 -0.45 -0.14
C 5.44 1.09 3.82
C 4.06 1.41 4.43
C 4.32 2.75 5.26
C 3.01 3.37 5.74
C 2.00 3.50 4.53
C 1.63 2.23 3.73
N 2.96 1.60 3.32
O 2.98 0.65 2.25
C 0.87 2.66 2.48
C 0.56 1.42 4.58
C 3.75 0.16 5.38
H 6.19 0.98 4.61
H 5.65 1.76 2.99
H 5.39 0.06 3.45
H 4.86 3.50 4.68
H 4.74 2.46 6.22
H 3.14 4.30 6.29
H 2.61 2.60 6.39
H 2.32 4.31 3.87
H 1.10 3.85 5.03
H 0.10 3.39 2.73
H 0.52 1.82 1.88
H 1.64 3.13 1.87
H 1.06 1.15 5.51
H 0.08 0.53 4.17
H -0.17 2.16 4.91
H 3.05 0.43 6.17
H 4.61 -0.11 5.99
H 3.23 -0.62 4.83
C -1.62 -0.60 0.28
C -2.60 -0.41 -0.61
C -2.32 -0.30 -2.13
O -3.13 0.21 -2.98
C -1.06 -0.49 -2.62
C 0.04 -0.58 -1.69
C -0.27 -0.62 -0.09
O 0.74 -0.45 0.54
O 1.24 -0.47 -1.90
O -3.87 -0.50 -0.17
H -1.89 -0.76 1.31
H -0.82 -0.24 -3.64
C 3.76 3.57 -0.92
C 2.45 2.93 -1.04
O 2.34 1.79 -0.63
N 1.41 3.71 -1.45
C 0.03 3.17 -1.60
H 4.62 3.05 -1.36
H 3.90 3.71 0.15
H 3.61 4.54 -1.38
H 1.58 4.49 -2.07
H 0.08 2.17 -2.02
H -0.56 3.77 -2.29
H -0.51 3.25 -0.66
C 1.18 -2.15 3.18
C 2.40 -2.64 2.50
O 2.65 -2.14 1.42
N 3.07 -3.55 3.15
C 4.35 -4.10 2.79
H 1.37 -1.30 3.84
H 0.80 -2.93 3.84
H 0.25 -2.06 2.62
H 2.61 -4.05 3.90
H 5.10 -3.91 3.56
H 4.71 -3.66 1.86
H 4.28 -5.18 2.62
C 4.63 -4.14 -1.95
C 3.19 -3.73 -1.62
O 2.96 -2.52 -1.30
N 2.19 -4.52 -1.78
C 0.75 -4.30 -1.61
H 5.35 -3.62 -1.32
H 5.06 -4.12 -2.95
H 4.64 -5.22 -1.80
H 2.49 -5.47 -1.95
H 0.41 -3.66 -0.79
H 0.35 -5.25 -1.25
H 0.42 -4.05 -2.62
C -4.46 -2.57 2.43
C -5.02 -3.70 1.60
O -5.57 -4.66 2.16
N -4.86 -3.74 0.25
C -5.42 -4.74 -0.77
H -4.32 -2.96 3.43
H -5.08 -1.68 2.58
H -3.52 -2.26 1.98
H -4.23 -3.07 -0.17
H -4.66 -5.06 -1.48
H -6.07 -4.08 -1.34
H -6.02 -5.58 -0.41
C 6.15 -0.69 -3.28
C 4.80 0.00 -3.31
O 4.18 -0.13 -2.22
N 4.48 0.81 -4.32
C 3.36 1.63 -4.40
H 6.33 -1.50 -3.98
H 6.40 -1.13 -2.31
H 6.91 0.10 -3.30
H 4.82 0.68 -5.27
H 2.94 1.42 -5.39
H 3.83 2.61 -4.33
H 2.58 1.41 -3.67
C -2.08 7.77 3.39
C -3.03 6.60 3.52
O -2.59 5.52 2.74
C -3.14 5.20 1.60
O -3.87 5.96 0.96
O -2.81 3.91 1.30
C -3.24 3.27 0.16
H -1.12 7.50 3.81
H -2.18 8.61 4.07
H -1.98 8.07 2.34
H -4.09 6.78 3.36
H -2.97 6.32 4.57
H -2.49 3.37 -0.63
H -4.23 3.57 -0.19
H -3.33 2.19 0.06
C 1.09 -3.19 -5.25
C 0.22 -2.38 -6.24
C 1.06 -1.59 -7.23
S 2.73 -2.45 -7.34
O 3.76 -1.64 -6.78
O 2.84 -2.98 -8.66
C 2.23 -3.82 -6.08
H 0.58 -4.07 -4.86
H 1.42 -2.46 -4.52
H -0.34 -1.68 -5.63
H -0.42 -3.08 -6.78
H 1.10 -0.57 -6.85
H 0.70 -1.59 -8.27
H 3.15 -4.20 -5.64
H 1.92 -4.60 -6.78
C -5.88 -1.61 -5.55
C -4.32 -1.57 -5.99
C -3.76 -2.89 -5.50
S -4.64 -3.37 -3.99
O -3.76 -3.13 -2.87
O -5.33 -4.66 -4.12
C -5.87 -2.03 -4.08
H -6.45 -2.36 -6.10
H -6.23 -0.62 -5.83
H -3.77 -0.86 -5.37
H -3.98 -1.41 -7.01
H -2.69 -2.96 -5.33
H -3.91 -3.63 -6.29
H -5.35 -1.30 -3.46
H -6.76 -2.25 -3.49
C -3.36 2.76 4.64
C -2.93 1.74 3.64
C -4.26 1.26 3.02
S -5.36 1.09 4.41
O -5.42 -0.34 4.70
O -6.64 1.82 4.19
C -4.30 1.97 5.55
H -3.74 3.67 4.18
H -2.53 3.20 5.19
H -2.44 0.92 4.16
H -2.18 2.17 2.98
H -4.31 0.25 2.61
H -4.58 2.07 2.37
H -3.74 1.33 6.23
H -4.95 2.62 6.14